Below is 12 unconnected molecules or ions with the total composition C72H162N6O12 at a distorted geometry, with properties calculated with ωB97M-V/def2-TZVPD.

Summary:
- strongest force on any atom (hartree/bohr) = 0.0861
- relative energy (zero: lowest compared OMol25 entry of this formula, charge and spin) (kcal/mol) = 104.4
- LUMO level (eV) = 0.491
- SMILES = CC1(C)CCCC(C)(C)N1O.CC1(C)CCCC(C)(C)N1O.CC1(C)CCCC(C)(C)N1O.CC1(C)CCCC(C)(C)N1O.CC1(C)CCCC(C)(C)N1O.CC1(C)CCCC(C)(C)N1O.CC(C)O.CC(C)O.CC(C)O.CC(C)O.CC(C)O.CC(C)O
- net charge = 0
- HOMO energy (hartree) = -0.2851

Atoms and positions in Å:
C1 -1.090 6.781 -0.010
C2 -1.366 5.859 -1.267
C3 -1.403 4.334 -0.918
C4 -2.788 6.210 -1.827
C5 -3.124 5.738 -3.209
C6 -2.004 6.261 -4.210
C7 -0.571 5.966 -3.733
C8 -0.324 4.426 -4.002
C9 0.308 6.823 -4.673
N1 -0.316 6.166 -2.293
O1 1.014 6.006 -1.890
H1 -1.880 6.448 0.663
H2 -0.116 6.617 0.452
H3 -1.215 7.854 -0.155
H4 -1.723 4.167 0.111
H5 -1.914 3.662 -1.607
H6 -0.359 4.025 -0.863
H7 -3.588 5.760 -1.240
H8 -3.086 7.253 -1.721
H9 -3.093 4.648 -3.214
H10 -4.120 6.072 -3.499
H11 -2.117 7.344 -4.257
H12 -2.253 5.829 -5.180
H13 -1.096 3.774 -3.595
H14 0.638 4.001 -3.717
H15 -0.303 4.319 -5.086
H16 0.075 6.435 -5.664
H17 1.357 6.694 -4.404
H18 0.131 7.893 -4.569
H19 1.268 6.931 -1.909
C10 -0.587 -2.364 10.061
C11 -1.526 -2.875 8.949
C12 -0.937 -4.066 8.180
C13 -2.946 -3.193 9.661
C14 -4.181 -3.157 8.822
C15 -4.298 -1.852 8.028
C16 -3.070 -1.479 7.241
C17 -3.122 -2.280 5.918
C18 -3.156 0.055 6.896
N2 -1.770 -1.721 7.982
O2 -0.590 -1.081 7.538
H20 0.370 -2.033 9.660
H21 -1.096 -1.602 10.651
H22 -0.427 -3.206 10.734
H23 -1.591 -4.420 7.384
H24 -0.058 -3.735 7.627
H25 -0.698 -4.823 8.927
H26 -2.891 -4.202 10.070
H27 -3.119 -2.509 10.491
H28 -4.084 -4.029 8.175
H29 -5.128 -3.110 9.360
H30 -4.506 -0.978 8.645
H31 -5.159 -1.943 7.366
H32 -3.902 -1.925 5.245
H33 -3.370 -3.328 6.084
H34 -2.174 -2.361 5.387
H35 -2.361 0.391 6.230
H36 -2.876 0.618 7.787
H37 -4.142 0.407 6.591
H38 -0.424 -1.631 6.769
C19 4.952 5.564 -0.013
C20 5.842 4.509 -0.672
C21 5.774 4.783 -2.239
C22 7.275 4.762 -0.158
C23 7.603 4.193 1.150
C24 7.320 2.721 1.132
C25 5.850 2.303 0.741
C26 5.860 0.845 0.300
C27 4.892 2.522 1.932
N3 5.382 3.124 -0.389
O3 4.134 2.761 -0.860
H39 4.569 5.215 0.946
H40 5.507 6.478 0.199
H41 4.110 5.964 -0.579
H42 6.518 4.173 -2.751
H43 4.840 4.508 -2.728
H44 6.184 5.759 -2.500
H45 8.008 4.529 -0.930
H46 7.506 5.820 -0.032
H47 8.625 4.385 1.474
H48 6.992 4.666 1.919
H49 7.554 2.244 2.084
H50 7.982 2.311 0.369
H51 4.938 0.557 -0.205
H52 5.927 0.166 1.149
H53 6.702 0.622 -0.355
H54 3.911 2.146 1.640
H55 4.818 3.534 2.330
H56 5.221 1.940 2.793
H57 3.539 3.105 -0.190
C28 -0.894 0.383 -0.774
C29 0.317 -0.291 -0.109
C30 1.059 -1.154 -1.215
C31 1.311 0.885 0.280
C32 1.046 1.471 1.687
C33 0.804 0.410 2.724
C34 -0.309 -0.618 2.413
C35 -0.040 -1.775 3.402
C36 -1.702 -0.135 2.644
N4 -0.036 -1.111 1.061
O4 -0.891 -2.181 0.684
H58 -0.545 0.878 -1.680
H59 -1.420 -0.488 -1.164
H60 -1.495 0.982 -0.090
H61 1.930 -1.633 -0.769
H62 0.415 -1.901 -1.679
H63 1.284 -0.520 -2.073
H64 2.337 0.531 0.185
H65 1.206 1.722 -0.410
H66 1.908 2.097 1.919
H67 0.090 1.994 1.687
H68 0.769 0.907 3.693
H69 1.711 -0.193 2.772
H70 0.892 -2.241 3.081
H71 -0.804 -2.537 3.250
H72 -0.018 -1.415 4.430
H73 -1.849 0.821 2.141
H74 -1.904 0.006 3.706
H75 -2.429 -0.830 2.225
H76 -0.296 -2.928 0.582
C37 -0.727 -0.698 -4.278
C38 -0.817 -0.891 -5.862
C39 -1.754 -2.084 -6.169
C40 -1.459 0.419 -6.303
C41 -1.369 0.854 -7.808
C42 0.098 0.753 -8.191
C43 0.880 -0.591 -7.875
C44 0.350 -1.651 -8.909
C45 2.398 -0.310 -8.000
N5 0.493 -1.055 -6.510
O5 1.174 -2.182 -6.103
H77 -1.749 -0.491 -3.961
H78 -0.397 -1.586 -3.739
H79 -0.078 0.136 -4.013
H80 -1.218 -3.034 -6.153
H81 -2.600 -2.082 -5.482
H82 -2.182 -1.961 -7.163
H83 -2.536 0.335 -6.164
H84 -1.056 1.197 -5.655
H85 -2.057 0.236 -8.386
H86 -1.897 1.801 -7.919
H87 0.640 1.585 -7.741
H88 0.168 0.977 -9.255
H89 -0.735 -1.667 -9.009
H90 0.718 -2.645 -8.657
H91 0.706 -1.348 -9.894
H92 2.827 0.175 -7.123
H93 2.592 0.399 -8.805
H94 2.926 -1.240 -8.212
H95 1.810 -1.779 -5.508
C46 -5.828 -3.038 1.054
C47 -4.901 -3.518 -0.125
C48 -3.672 -4.319 0.462
C49 -5.742 -4.451 -0.994
C50 -5.129 -4.776 -2.319
C51 -4.925 -3.470 -3.097
C52 -3.938 -2.468 -2.371
C53 -2.502 -2.981 -2.427
C54 -4.195 -1.169 -3.078
N6 -4.369 -2.375 -0.914
O6 -3.646 -1.405 -0.221
H96 -5.421 -2.274 1.717
H97 -6.614 -2.468 0.558
H98 -6.336 -3.787 1.661
H99 -4.048 -5.111 1.110
H100 -3.056 -4.847 -0.266
H101 -3.038 -3.639 1.031
H102 -5.915 -5.281 -0.309
H103 -6.693 -3.976 -1.234
H104 -4.194 -5.314 -2.161
H105 -5.834 -5.352 -2.919
H106 -5.875 -2.953 -3.234
H107 -4.532 -3.844 -4.043
H108 -2.223 -2.980 -3.481
H109 -2.487 -4.004 -2.051
H110 -1.768 -2.477 -1.798
H111 -3.669 -0.358 -2.573
H112 -5.218 -0.817 -2.944
H113 -3.888 -1.215 -4.122
H114 -2.792 -1.823 -0.087
C55 -0.014 -6.515 -0.818
C56 1.272 -5.740 -0.927
C57 1.766 -5.838 -2.345
O7 0.958 -4.403 -0.658
H115 0.183 -7.567 -1.022
H116 -0.846 -6.081 -1.374
H117 -0.447 -6.329 0.165
H118 1.992 -6.173 -0.233
H119 1.028 -5.446 -3.045
H120 2.023 -6.877 -2.548
H121 2.659 -5.250 -2.558
H122 1.787 -4.046 -0.333
C58 3.989 -2.180 1.702
C59 4.462 -3.532 1.173
C60 4.473 -4.638 2.215
O8 3.693 -3.922 0.100
H123 4.824 -1.699 2.210
H124 3.198 -2.263 2.447
H125 3.689 -1.537 0.875
H126 5.451 -3.531 0.715
H127 3.446 -4.796 2.543
H128 5.023 -4.390 3.123
H129 4.902 -5.557 1.815
H130 3.855 -3.277 -0.593
C61 -5.498 2.865 -0.631
C62 -4.910 1.541 -0.263
C63 -4.819 1.273 1.270
O9 -5.695 0.500 -0.713
H131 -5.035 3.682 -0.079
H132 -6.547 3.013 -0.374
H133 -5.570 3.112 -1.690
H134 -3.956 1.491 -0.787
H135 -4.659 0.223 1.513
H136 -5.674 1.601 1.862
H137 -3.941 1.866 1.524
H138 -5.352 -0.307 -0.320
C64 2.725 1.265 -4.088
C65 4.036 0.499 -4.331
C66 4.976 1.287 -5.236
O10 4.534 0.365 -3.003
H139 2.080 0.895 -3.290
H140 2.182 1.430 -5.018
H141 2.917 2.252 -3.668
H142 3.851 -0.508 -4.704
H143 5.359 2.215 -4.812
H144 4.425 1.495 -6.154
H145 5.857 0.718 -5.532
H146 4.421 1.168 -2.490
C67 0.527 -5.406 3.466
C68 -0.885 -5.903 3.876
C69 -1.049 -7.399 3.911
O11 -1.177 -5.319 5.096
H147 0.771 -4.355 3.625
H148 0.692 -5.541 2.397
H149 1.307 -5.960 3.989
H150 -1.593 -5.504 3.150
H151 -0.503 -7.843 4.744
H152 -0.665 -7.836 2.989
H153 -2.104 -7.659 3.990
H154 -1.167 -4.362 5.024
C70 1.211 5.486 2.705
C71 2.058 4.597 3.672
C72 2.787 5.514 4.664
O12 1.050 3.973 4.320
H155 0.575 4.886 2.054
H156 1.864 5.889 1.930
H157 0.615 6.261 3.187
H158 2.738 4.024 3.041
H159 3.623 6.033 4.196
H160 3.226 5.013 5.527
H161 2.044 6.161 5.130
H162 0.381 4.607 4.588